{"formula": "C5H7NS2", "method": "wB97M-V/def2-TZVPD", "elements": ["C", "C", "C", "C", "C", "N", "S", "S", "H", "H", "H", "H", "H", "H", "H"], "xyz": [[0.786, -1.217, -0.512], [1.048, 1.049, -0.093], [2.112, -1.184, -0.431], [0.151, 0.030, -0.144], [-1.429, 0.220, -0.294], [1.060, -1.168, 3.160], [2.651, 0.450, -0.317], [2.485, -0.980, 3.114], [-0.002, -2.021, -0.614], [0.920, 2.026, 0.188], [2.850, -1.970, -0.579], [-1.739, 0.968, 0.455], [-1.881, -0.771, -0.169], [-1.517, 0.527, -1.332], [2.748, -0.618, 1.673]], "e_lumo_ev": [0.68, -0.90], "spin_multiplicity": 3, "energy_ha": -1045.678206, "homo_energy_ha": [-0.274, -0.344], "s_squared": 2.015}